8
Properties=species:S:1:pos:R:3:nbo_charge:R:1 method="wB97M-V/def2-TZVPD" e_above_lowest_kj_mol=435.3 multiplicity=1 e_homo_ev="-9.2 / -9.2" mol_weight_g_mol=69.06 energy_ev=-6691.981
C 2.213 -1.211 -0.089 -0.47
C 1.037 -1.053 0.075 -0.33
C -1.371 -0.049 0.005 0.95
N -1.033 1.204 0.076 -0.83
O -2.283 -0.784 -0.060 -0.43
H 3.229 -1.494 -0.193 0.22
H -0.057 1.442 0.119 0.46
H -1.735 1.944 0.067 0.43

20
Properties=species:S:1:pos:R:3:nbo_charge:R:1 method="wB97M-V/def2-TZVPD" e_above_lowest_kj_mol=233.9 charge=-1 multiplicity=1 e_homo_ev=-4.4 mol_weight_g_mol=152.11 energy_ev=-21247.960
C -1.006 1.187 0.027 -0.44
C -0.432 -1.031 0.906 -0.41
C 0.417 0.812 1.943 -0.41
C 1.159 -0.157 -1.317 -0.50
N 0.078 0.312 0.623 -0.43
O -0.018 -2.417 -2.325 -1.14
O 1.483 -0.179 -2.764 -0.85
O -1.275 -0.142 -2.774 -1.14
P -0.083 -0.909 -2.321 2.26
H -1.599 0.412 -0.597 0.25
H -1.504 1.705 0.838 0.16
H -0.540 1.824 -0.644 0.21
H 0.244 -1.615 1.632 0.18
H -1.377 -0.887 1.443 0.15
H -0.479 -1.602 0.054 0.22
H 0.807 -0.011 2.583 0.19
H 1.201 1.550 1.909 0.18
H -0.371 1.308 2.525 0.15
H 1.554 0.763 -0.967 0.19
H 1.738 -0.923 -0.776 0.17

49
Properties=species:S:1:pos:R:3:nbo_charge:R:1 method="wB97M-V/def2-TZVPD" charge=-1 multiplicity=1 e_homo_ev=-4.1 mol_weight_g_mol=337.44 energy_ev=-42693.062
C -2.129 5.275 -1.771 -0.67
C -2.172 4.911 -3.385 -0.07
O -2.520 3.485 -3.513 -0.56
C -1.327 2.618 -3.482 -0.10
C -1.069 1.988 -1.954 -0.11
O -1.211 0.526 -1.895 -0.86
P -2.864 0.013 -1.742 0.80
C -2.385 -0.942 -0.113 0.45
F -1.947 0.057 0.925 -0.44
F -3.632 -1.566 0.444 -0.43
C -1.294 -2.141 -0.367 -0.49
C -0.446 -2.565 1.011 -0.91
Si 1.412 -2.056 0.914 1.65
C 1.553 -0.184 0.334 -1.14
C 2.250 -3.105 -0.467 -1.14
C 2.338 -2.117 2.629 -0.45
C 3.979 -1.801 2.545 -0.23
C 4.839 -1.781 3.966 -0.24
C 4.136 -2.046 5.433 -0.26
C 2.501 -2.387 5.452 -0.23
C 1.594 -2.416 4.060 -0.23
H -2.352 6.441 -1.665 0.20
H -1.104 4.957 -1.303 0.22
H -3.026 4.701 -1.244 0.24
H -3.086 5.519 -3.829 0.18
H -1.207 5.238 -3.967 0.17
H -0.355 3.233 -3.801 0.15
H -1.420 1.759 -4.289 0.21
H 0.084 2.213 -1.742 0.17
H -1.659 2.580 -1.131 0.20
H -3.244 1.108 -0.888 -0.16
H -3.279 0.693 -2.957 -0.17
H -2.497 -1.197 -2.469 -0.18
H -4.215 -0.509 -1.628 -0.15
H -0.463 -1.870 -1.161 0.23
H -1.900 -3.077 -0.793 0.24
H -0.936 -2.156 1.993 0.25
H -0.510 -3.753 1.069 0.23
H 2.344 -0.076 -0.521 0.23
H 1.909 0.456 1.277 0.24
H 0.482 0.208 0.069 0.29
H 3.102 -2.471 -1.011 0.24
H 2.617 -4.170 -0.132 0.24
H 1.425 -3.280 -1.304 0.25
H 4.508 -1.584 1.500 0.24
H 5.983 -1.531 3.894 0.22
H 4.780 -1.990 6.424 0.23
H 1.969 -2.581 6.484 0.22
H 0.441 -2.629 4.100 0.25

100
Properties=species:S:1:pos:R:3:lowdin_charge:R:1 method="wB97M-V/def2-TZVPD" e_above_lowest_kj_mol=0.0 charge=+2 multiplicity=1 e_homo_ev=-12.2 mol_weight_g_mol=1176.78 energy_ev=-112905.683
Hf 1.726 -0.673 0.337 0.94
C -3.311 2.373 -1.438 -0.36
C -2.048 2.659 -2.252 -0.37
C -0.866 1.784 -1.892 -0.33
Sb 0.038 1.718 0.113 1.43
C -0.135 1.714 2.275 -0.37
C -0.762 2.669 3.055 -0.16
C -0.592 2.691 4.433 -0.04
C 0.220 1.755 5.057 -0.05
C 0.856 0.789 4.294 -0.06
C 0.664 0.771 2.919 -0.21
C 1.293 3.402 -0.126 -0.40
C 1.187 4.507 0.712 -0.11
C 1.996 5.618 0.499 -0.06
C 2.904 5.629 -0.549 -0.06
C 3.011 4.527 -1.388 -0.07
C 2.208 3.415 -1.178 -0.16
Sb -2.987 3.227 0.491 1.52
C -4.147 1.939 1.712 -0.38
C -3.776 0.597 1.790 -0.14
C -4.463 -0.274 2.623 -0.08
C -5.519 0.194 3.394 -0.07
C -5.888 1.530 3.327 -0.07
C -5.204 2.403 2.488 -0.11
C -4.223 4.937 0.365 -0.40
C -5.535 4.839 -0.099 -0.13
C -6.334 5.972 -0.163 -0.07
C -5.828 7.204 0.236 -0.07
C -4.524 7.305 0.699 -0.08
C -3.721 6.174 0.766 -0.14
H -3.501 1.302 -1.358 0.06
H -4.186 2.842 -1.883 0.06
H -1.774 3.716 -2.193 0.10
H -2.244 2.461 -3.312 0.12
H 0.047 2.130 -2.380 0.05
H -1.039 0.741 -2.141 0.04
H -1.386 3.421 2.594 0.02
H -1.093 3.452 5.017 0.12
H 0.355 1.774 6.129 0.12
H 1.484 0.041 4.760 0.12
H 1.190 -0.064 2.447 -0.03
H 0.482 4.512 1.532 0.08
H 1.910 6.476 1.153 0.11
H 3.528 6.497 -0.714 0.11
H 3.718 4.535 -2.208 0.11
H 2.312 2.558 -1.835 0.08
H -2.955 0.216 1.187 0.08
H -4.180 -1.319 2.670 0.10
H -6.057 -0.483 4.045 0.11
H -6.713 1.895 3.924 0.11
H -5.505 3.443 2.438 0.10
H -5.943 3.882 -0.405 0.10
H -7.352 5.894 -0.522 0.11
H -6.453 8.085 0.185 0.11
H -4.131 8.265 1.008 0.11
H -2.702 6.263 1.125 0.09
C 8.225 0.275 -1.270 -0.03
C 6.863 0.232 -1.913 -0.36
C 6.587 -1.037 -2.683 -0.05
O 5.856 0.450 -0.814 -0.27
P 4.612 -0.311 -0.325 -0.06
S 3.621 0.840 1.017 0.41
S 3.187 -0.804 -1.692 0.42
O 5.026 -1.689 0.295 -0.34
C 6.231 -1.907 1.143 -0.41
C 6.651 -3.332 0.887 -0.02
C 5.892 -1.630 2.590 -0.04
H 8.975 0.397 -2.053 0.10
H 8.447 -0.651 -0.738 0.08
H 8.309 1.119 -0.587 0.10
H 6.709 1.110 -2.536 0.15
H 6.595 -1.907 -2.023 0.08
H 7.384 -1.172 -3.414 0.11
H 5.644 -0.997 -3.224 0.06
H 6.991 -1.212 0.790 0.12
H 5.872 -4.020 1.220 0.09
H 7.559 -3.550 1.450 0.10
H 6.854 -3.505 -0.170 0.08
H 5.184 -2.369 2.968 0.08
H 5.478 -0.633 2.724 0.06
H 6.805 -1.695 3.184 0.10
F -1.690 -1.064 -1.021 0.21
B -0.839 -1.923 -0.431 -1.20
F 0.552 -1.773 -1.084 -0.13
F -0.439 -1.433 0.883 -0.03
F -1.157 -3.228 -0.432 0.24
C -0.345 -4.386 3.039 -0.03
N 0.356 -4.694 1.793 0.01
C 1.311 -3.990 1.225 -0.74
S 2.060 -2.640 2.042 0.69
N 1.756 -4.335 0.023 -0.02
C 1.211 -5.429 -0.774 -0.02
H -0.055 -5.089 3.817 0.10
H -1.416 -4.462 2.862 0.10
H -0.104 -3.377 3.353 0.06
H 0.025 -5.506 1.292 0.14
H 2.575 -3.850 -0.304 0.11
H 0.134 -5.302 -0.898 0.09
H 1.426 -6.398 -0.319 0.10
H 1.673 -5.401 -1.755 0.10

204
Properties=species:S:1:pos:R:3:lowdin_charge:R:1 method="wB97M-V/def2-TZVPD" e_above_lowest_kj_mol=691.0 multiplicity=1 e_homo_ev=-9.4 mol_weight_g_mol=1021.63 energy_ev=-89893.559
C -0.161 -2.719 -5.428 -0.06
C 1.053 -2.063 -4.786 -0.50
C 0.956 -2.081 -3.231 -0.03
O 2.078 -2.892 -5.124 -0.06
H -0.281 -3.781 -5.215 0.07
H -0.134 -2.528 -6.501 0.08
H -1.088 -2.216 -5.154 0.08
H 1.209 -1.063 -5.190 0.12
H 1.772 -1.524 -2.771 0.07
H 0.910 -3.112 -2.878 0.06
H 0.052 -1.624 -2.828 0.06
H 1.974 -3.793 -4.808 0.10
C 2.692 1.830 -3.577 -0.03
C 2.160 2.312 -4.953 -0.45
C 0.640 2.129 -5.151 -0.03
O 2.571 3.674 -5.241 -0.06
H 2.121 2.380 -2.829 0.06
H 3.728 2.170 -3.583 0.08
H 2.635 0.746 -3.474 0.06
H 2.568 1.623 -5.693 0.12
H 0.185 2.500 -6.069 0.08
H 0.163 2.580 -4.281 0.08
H 0.551 1.043 -5.155 0.06
H 2.103 3.909 -6.045 0.09
C -4.668 1.869 -2.367 -0.07
C -5.618 2.260 -3.449 -0.48
C -6.781 1.178 -3.552 -0.04
O -6.263 3.502 -3.229 -0.05
H -4.341 0.829 -2.380 0.08
H -5.169 1.959 -1.403 0.08
H -3.809 2.525 -2.223 0.07
H -5.039 2.334 -4.370 0.13
H -7.472 1.315 -4.384 0.07
H -7.359 1.084 -2.633 0.07
H -6.384 0.163 -3.526 0.06
H -6.772 3.333 -2.433 0.08
C -7.713 0.554 3.135 -0.06
C -6.694 0.611 1.934 -0.46
C -5.643 -0.516 2.023 -0.05
O -7.458 0.441 0.749 -0.06
H -7.276 0.754 4.114 0.06
H -8.117 -0.458 3.169 0.07
H -8.608 1.141 2.930 0.07
H -6.227 1.595 1.971 0.13
H -5.956 -1.467 1.592 0.08
H -5.167 -0.787 2.966 0.06
H -4.880 -0.072 1.384 0.07
H -7.718 -0.483 0.772 0.08
C -3.481 -4.792 -5.185 -0.05
C -2.770 -5.547 -4.080 -0.49
C -2.827 -4.775 -2.696 -0.03
O -3.450 -6.698 -3.730 -0.05
H -3.630 -5.407 -6.072 0.08
H -2.767 -4.107 -5.643 0.06
H -4.399 -4.290 -4.878 0.09
H -1.761 -5.835 -4.376 0.13
H -2.650 -5.441 -1.852 0.06
H -3.779 -4.274 -2.521 0.08
H -1.932 -4.153 -2.676 0.05
H -3.667 -7.127 -4.561 0.09
C 2.252 6.833 -3.706 -0.08
C 2.406 5.994 -2.467 -0.47
C 1.913 6.808 -1.273 -0.04
O 1.548 4.853 -2.554 -0.07
H 2.813 7.766 -3.644 0.08
H 1.238 7.118 -3.986 0.08
H 2.661 6.422 -4.629 0.07
H 3.438 5.647 -2.515 0.14
H 2.739 7.363 -0.828 0.08
H 1.487 6.160 -0.507 0.07
H 1.153 7.519 -1.598 0.07
H 1.704 4.451 -3.411 0.03
C 0.013 -5.110 -0.251 -0.05
C -0.508 -4.412 0.969 -0.51
C -1.965 -3.864 0.758 -0.03
O -0.689 -5.299 1.979 -0.04
H 1.018 -5.444 0.005 0.09
H 0.175 -4.451 -1.104 0.07
H -0.587 -5.978 -0.522 0.09
H 0.310 -3.720 1.171 0.12
H -2.015 -3.129 -0.046 0.06
H -2.429 -3.337 1.592 0.07
H -2.638 -4.708 0.607 0.08
H -0.529 -6.162 1.590 0.09
C 1.528 -8.149 3.432 -0.04
C 1.741 -6.911 4.257 -0.52
C 2.579 -5.799 3.643 -0.06
O 0.619 -6.178 4.548 -0.03
H 0.945 -8.066 2.514 0.08
H 1.115 -8.913 4.089 0.08
H 2.474 -8.668 3.281 0.08
H 2.306 -7.191 5.147 0.14
H 2.150 -5.450 2.704 0.07
H 3.651 -5.993 3.607 0.08
H 2.564 -4.855 4.188 0.06
H 0.343 -5.947 3.658 0.04
C -4.403 -0.480 6.137 -0.07
C -3.982 -1.456 7.273 -0.46
C -4.057 -2.943 6.718 -0.03
O -2.737 -1.025 7.735 -0.03
H -5.352 -0.640 5.625 0.06
H -3.735 -0.552 5.279 0.06
H -4.425 0.566 6.446 0.07
H -4.765 -1.457 8.032 0.12
H -4.769 -3.030 5.897 0.07
H -4.371 -3.614 7.518 0.07
H -3.052 -3.295 6.486 0.06
H -2.799 -0.068 7.780 0.07
C 4.910 -0.605 2.053 -0.05
C 5.038 -1.969 1.427 -0.46
C 3.883 -2.956 1.600 -0.04
O 5.194 -1.729 0.014 -0.09
H 5.041 -0.581 3.135 0.08
H 3.876 -0.287 1.923 0.08
H 5.614 0.161 1.728 0.07
H 5.996 -2.446 1.636 0.13
H 3.671 -3.190 2.643 0.06
H 4.193 -3.877 1.105 0.08
H 2.980 -2.634 1.082 0.07
H 5.859 -1.054 -0.143 0.01
C 4.525 -1.021 -4.766 -0.06
C 5.695 -1.281 -5.673 -0.54
C 5.458 -2.477 -6.615 -0.03
O 5.999 -0.168 -6.398 -0.02
H 4.246 -1.906 -4.196 0.08
H 3.632 -0.770 -5.338 0.07
H 4.721 -0.224 -4.049 0.06
H 6.565 -1.513 -5.059 0.13
H 5.486 -3.448 -6.120 0.08
H 6.205 -2.465 -7.409 0.08
H 4.453 -2.401 -7.030 0.07
H 6.177 0.571 -5.812 0.09
C -2.075 3.259 5.796 -0.07
C -1.379 2.042 5.392 -0.50
C -1.816 1.688 3.941 -0.04
O 0.034 2.193 5.396 -0.06
H -1.617 3.536 6.746 0.10
H -3.160 3.188 5.869 0.09
H -1.840 3.957 4.993 0.08
H -1.553 1.252 6.122 0.11
H -2.901 1.655 3.837 0.07
H -1.376 0.732 3.658 0.05
H -1.530 2.393 3.160 0.06
H 0.197 3.127 5.544 0.01
C -2.210 5.374 -3.020 -0.07
C -3.174 6.463 -2.647 -0.51
C -2.724 7.314 -1.443 -0.04
O -3.379 7.302 -3.746 -0.03
H -2.490 4.833 -3.924 0.08
H -2.093 4.651 -2.213 0.08
H -1.225 5.759 -3.284 0.07
H -4.036 5.844 -2.400 0.13
H -1.722 7.744 -1.427 0.07
H -2.665 6.739 -0.519 0.07
H -3.518 8.009 -1.170 0.08
H -4.076 6.879 -4.253 0.09
C 5.572 1.400 -1.022 -0.05
C 6.896 0.812 -1.510 -0.50
C 7.994 1.928 -1.543 -0.05
O 7.336 -0.197 -0.742 -0.03
H 4.746 0.690 -0.996 0.08
H 5.238 2.238 -1.635 0.07
H 5.724 1.867 -0.049 0.08
H 6.765 0.476 -2.539 0.13
H 8.844 1.693 -2.182 0.07
H 8.425 2.226 -0.587 0.08
H 7.631 2.870 -1.954 0.07
H 8.260 -0.099 -0.502 0.12
C -0.086 -0.723 0.986 -0.05
C -0.567 0.506 0.263 -0.49
C 0.510 1.137 -0.627 -0.05
O -1.613 0.296 -0.635 -0.04
H 0.795 -0.494 1.585 0.08
H 0.250 -1.560 0.373 0.07
H -0.897 -1.027 1.648 0.07
H -0.752 1.204 1.079 0.12
H 1.180 1.711 0.013 0.07
H 0.107 1.933 -1.254 0.08
H 1.078 0.357 -1.135 0.07
H -1.293 -0.158 -1.418 0.07
C -0.959 -1.645 4.809 -0.04
C 0.190 -2.646 4.744 -0.46
C 1.506 -2.062 4.287 -0.05
O 0.422 -3.078 6.089 -0.05
H -1.232 -1.442 3.773 0.05
H -0.736 -0.752 5.392 0.08
H -1.810 -2.165 5.250 0.06
H -0.088 -3.475 4.093 0.13
H 1.669 -1.040 4.631 0.09
H 1.483 -2.084 3.197 0.05
H 2.301 -2.760 4.548 0.07
H 0.929 -2.418 6.567 0.09
C 1.271 3.711 3.010 -0.06
C 1.622 4.807 4.061 -0.42
C 1.553 6.253 3.334 -0.02
O 0.802 4.642 5.196 -0.06
H 1.705 3.799 2.014 0.07
H 0.232 3.655 2.684 0.06
H 1.501 2.721 3.404 0.07
H 2.600 4.594 4.492 0.14
H 2.426 6.499 2.730 0.07
H 1.464 6.968 4.151 0.07
H 0.630 6.217 2.756 0.07
H -0.002 5.030 4.842 0.08